Entry from the OMol25 dataset: a molecular structure, C18H51BN2O13P2Si2 (ωB97M-V/def2-TZVPD).

```
89
Properties=species:S:1:pos:R:3:forces:R:3
C 0.445 -2.241 3.995 0.0 0.2 -0.1
C 0.580 -3.088 2.738 0.3 0.0 0.2
C -0.215 -4.384 2.812 -0.1 0.0 0.1
O -1.555 -4.246 2.390 -0.1 -0.1 0.1
C -1.708 -4.055 0.986 -0.2 0.2 0.2
Si -2.615 -2.425 0.619 0.5 0.1 -0.1
C -1.747 -1.669 -0.883 -0.2 -0.3 -0.2
N -2.594 -0.726 -1.645 -0.1 0.0 0.3
C -4.409 -2.670 0.132 0.0 0.0 0.5
C -5.406 -3.134 1.203 -0.1 0.0 -0.2
C -4.801 -3.844 2.397 -0.4 -0.1 0.2
O -6.159 -1.976 1.612 0.2 0.0 0.0
O -2.396 -1.450 1.949 -0.4 0.1 -0.6
Si -3.310 -0.076 2.199 0.1 -0.1 0.7
C -2.175 1.381 2.385 -0.3 -0.2 -0.4
C -1.451 1.757 1.081 0.2 0.4 0.4
C 0.071 1.761 1.209 0.1 -0.3 -0.1
N 0.635 0.546 1.802 0.3 0.1 -0.3
C -4.276 -0.269 3.786 0.1 0.2 0.0
B -5.499 0.726 3.891 0.0 0.0 0.1
O -6.283 1.035 2.818 -0.3 -0.2 0.1
O -5.805 1.365 5.069 -0.3 0.0 -0.3
H 0.904 -2.739 4.847 0.0 -0.1 0.1
H 0.956 -1.287 3.864 0.0 0.0 0.1
H -0.599 -2.030 4.223 -0.1 0.0 0.0
H 0.294 -2.494 1.870 -0.1 -0.1 -0.1
H 1.633 -3.341 2.601 0.1 0.0 -0.1
H 0.277 -5.193 2.263 0.0 0.0 -0.2
H -0.271 -4.699 3.854 0.0 -0.1 0.1
H -0.733 -4.046 0.492 0.1 0.0 -0.1
H -2.268 -4.901 0.578 0.0 -0.1 -0.1
H -0.801 -1.213 -0.589 0.1 0.1 0.1
H -1.463 -2.513 -1.522 0.1 0.0 -0.1
H -2.838 -1.099 -2.548 0.0 0.1 -0.1
H -2.148 0.169 -1.771 0.1 0.0 -0.1
H -4.778 -1.730 -0.273 0.0 0.1 -0.2
H -4.427 -3.388 -0.690 0.1 0.0 -0.1
H -6.101 -3.838 0.737 -0.1 0.0 -0.1
H -5.602 -4.231 3.032 0.0 0.0 0.1
H -4.219 -4.706 2.079 0.2 0.0 0.0
H -4.187 -3.190 3.008 0.2 0.0 -0.1
H -6.936 -2.288 2.080 -0.2 0.0 0.2
H -4.204 0.131 1.041 0.0 0.0 -0.1
H -2.801 2.207 2.728 0.1 0.1 0.1
H -1.477 1.130 3.184 0.1 0.1 0.1
H -1.751 2.771 0.815 0.0 0.0 -0.3
H -1.738 1.118 0.244 -0.1 -0.1 0.0
H 0.397 2.620 1.794 0.0 0.0 0.1
H 0.498 1.887 0.211 0.0 0.1 -0.1
H 0.028 -0.254 1.687 -0.1 0.0 0.1
H 0.868 0.662 2.774 -0.1 -0.1 0.1
H -3.562 -0.044 4.585 0.0 -0.1 0.1
H -4.599 -1.299 3.930 -0.1 -0.1 -0.1
H -6.187 0.357 2.142 0.1 0.1 -0.3
H -5.363 0.914 5.784 0.3 0.1 0.4
C 3.202 7.001 -0.825 0.0 0.1 0.0
O 2.776 5.656 -1.048 0.0 0.0 -0.2
P 3.418 4.508 -0.171 -0.1 -0.1 0.0
O 3.121 4.560 1.260 0.1 0.1 0.2
O 4.977 4.506 -0.506 0.0 0.2 0.0
C 5.901 5.154 0.377 0.1 -0.1 0.1
O 2.891 3.264 -0.970 0.1 -0.1 -0.2
C 3.347 1.968 -0.537 0.0 -0.2 0.1
H 3.378 7.191 0.235 0.0 0.0 0.0
H 4.108 7.203 -1.398 0.0 0.0 0.0
H 2.405 7.653 -1.173 0.0 0.0 0.0
H 5.541 5.122 1.404 0.0 0.0 0.0
H 6.051 6.188 0.067 0.0 0.0 0.0
H 6.846 4.621 0.306 0.0 0.0 0.0
H 3.004 1.763 0.477 0.0 0.0 0.0
H 4.434 1.918 -0.582 0.0 0.0 0.0
H 2.931 1.229 -1.215 -0.1 0.1 -0.1
C 3.407 2.124 -5.220 0.0 0.1 0.0
O 3.458 0.891 -4.497 -0.1 -0.1 0.1
P 4.150 -0.357 -5.172 0.0 0.1 0.1
O 5.590 -0.251 -5.396 0.1 0.1 -0.2
O 3.321 -0.669 -6.498 0.0 0.1 0.0
C 3.800 -0.207 -7.768 0.1 -0.1 -0.1
O 3.663 -1.472 -4.178 -0.2 -0.1 0.0
C 4.006 -2.831 -4.482 0.1 -0.1 0.1
H 4.318 2.282 -5.799 0.0 0.0 0.0
H 2.538 2.130 -5.879 0.0 0.0 0.0
H 3.307 2.920 -4.488 0.0 0.0 0.0
H 4.888 -0.159 -7.775 0.0 0.0 0.0
H 3.382 0.775 -7.989 0.0 0.0 0.0
H 3.462 -0.916 -8.520 0.0 0.0 0.0
H 5.088 -2.961 -4.469 0.0 0.0 0.0
H 3.608 -3.116 -5.456 0.0 0.0 0.0
H 3.553 -3.447 -3.712 0.0 0.0 0.0
```
Forces are in eV/Å.

E_HOMO in eV: -8.64
Strongest force on any atom in eV/A: 0.7
Kohn-Sham gap in eV: 9.130

Atom charges from the Mulliken analysis, given in e for atoms 1 to 5: C -1.148; C 0.362; C -0.719; O -0.386; C -1.021

---

Entry from the OMol25 dataset: C4H4N2O in the gas phase (ωB97M-V/def2-TZVPD).

```
11
Properties=species:S:1:pos:R:3:forces:R:3
O 2.354 -1.316 0.280 -0.3 0.1 -0.2
C 1.282 -0.804 0.034 0.1 0.0 0.0
C 1.097 0.655 -0.060 -0.1 0.0 0.1
C -0.139 1.171 0.039 0.0 -0.1 0.0
N -1.224 0.319 0.086 0.1 0.0 0.0
C -1.021 -1.019 -0.110 0.0 0.0 0.0
N 0.124 -1.590 -0.173 -0.1 0.2 0.1
H 1.977 1.282 -0.134 -0.1 0.0 0.1
H -0.362 2.232 0.074 0.1 -0.1 0.0
H -2.158 0.677 0.205 0.1 0.0 -0.1
H -1.930 -1.607 -0.241 0.1 0.1 0.1
```
Forces are in eV/Å.

E_HOMO in eV: -9.34
SMILES: O=c1cc[nH]cn1
Energy above the lowest of the compared OMol25 structures with the same formula, charge and spin in kJ/mol: 19.2
Strongest force on any atom in eV/A: 0.3
Kohn-Sham gap in eV: 9.703

Atom charges from the Mulliken analysis, given in e for atoms 1 to 5: O -0.570; C 0.424; C -0.390; C -0.222; N -0.104

---

Entry from the OMol25 dataset: a gas-phase ion, C3H6NO3 (charge +1) at a distorted geometry (ωB97M-V/def2-TZVPD).

```
13
Properties=species:S:1:pos:R:3:forces:R:3
C 1.934 0.919 -0.038 0.4 -2.8 3.9
C 2.058 -0.608 -0.230 -0.1 -0.2 0.3
C -2.331 -0.346 -0.166 -2.2 2.3 3.2
N -0.266 0.427 -0.005 -1.1 -0.9 1.7
O 0.626 1.215 -0.384 -0.9 2.3 -3.1
O 1.110 -1.317 -0.328 -1.1 -0.3 -0.3
O -1.333 0.549 -0.688 2.5 1.4 0.5
H 2.086 1.187 1.071 0.2 -0.4 -1.7
H 2.707 1.230 -0.673 0.4 1.9 -1.1
H 3.002 -1.084 -0.367 1.5 0.2 0.2
H -2.421 -0.923 -1.027 -1.0 -1.9 -0.7
H -3.260 0.360 0.068 1.8 -1.7 -0.8
H -1.999 -0.755 0.856 -0.4 0.1 -2.0
```
Forces are in eV/Å.

E_HOMO (alpha / beta) in eV: -15.23 / -15.23
Energy above the lowest of the compared OMol25 structures with the same formula, charge and spin in kJ/mol: 599.7
Strongest force on any atom in eV/A: 4.8
Total charge: +1
Kohn-Sham gap (alpha / beta) in eV: 9.236 / 9.237

Atom charges from the Mulliken analysis, given in e for atoms 1 to 5: C -0.224; C 0.026; C -0.458; N 0.072; O -0.031

---

Entry from the OMol25 dataset: C3H2ClNO in the gas phase at a distorted geometry (ωB97M-V/def2-TZVPD).

```
8
Properties=species:S:1:pos:R:3:forces:R:3
C -0.971 -0.308 0.056 -0.8 -0.2 0.8
C -1.231 -0.081 -1.211 0.2 0.2 -1.0
C 1.274 0.289 0.588 -1.1 -0.2 -0.5
N 0.170 -0.271 0.820 1.3 0.2 0.2
O -1.506 0.046 -2.331 0.1 0.0 0.4
Cl 2.538 0.082 1.721 0.5 0.1 0.3
H -1.828 -0.667 0.622 -0.1 0.1 -0.3
H 1.554 0.911 -0.266 -0.1 -0.1 0.1
```
Forces are in eV/Å.

E_HOMO in eV: -8.90
SMILES: O=C=C/N=C/Cl
Energy above the lowest of the compared OMol25 structures with the same formula, charge and spin in kJ/mol: 116.6
Strongest force on any atom in eV/A: 1.3
Kohn-Sham gap in eV: 9.250

Atom charges from the Mulliken analysis, given in e for atoms 1 to 5: C -0.391; C 0.668; C -0.017; N -0.378; O -0.334

---

Entry from the OMol25 dataset: C9H8BrNO in the gas phase at a distorted geometry (ωB97M-V/def2-TZVPD).

```
20
Properties=species:S:1:pos:R:3:forces:R:3
C 0.298 1.955 1.113 2.1 3.2 4.5
C 0.779 1.030 2.015 0.8 -1.2 0.6
C -0.299 1.557 -0.002 -1.0 0.2 -3.4
C 0.790 -0.308 1.660 -0.6 1.9 -0.4
C -0.304 0.226 -0.379 1.5 -0.5 1.1
C 0.320 -0.722 0.473 -0.7 1.6 -2.3
C -0.790 -0.475 -1.596 1.8 0.1 0.0
C 0.225 -2.053 -0.178 0.8 -1.3 1.7
C 0.008 -1.774 -1.627 -0.5 -0.7 -1.5
N -1.057 -2.440 0.532 -1.1 -0.9 -0.4
O -0.971 -3.319 1.342 0.5 0.5 -0.5
Br 1.699 -1.447 -2.683 -0.6 -0.2 0.9
H 0.508 3.060 1.443 -0.9 -2.0 -1.2
H 1.271 1.146 2.995 -0.5 1.0 -0.6
H -0.593 2.355 -0.681 -0.4 -0.4 -0.2
H 1.182 -0.927 2.342 1.4 -2.6 2.2
H -1.753 -0.714 -1.302 -2.5 -0.5 -0.4
H -0.633 0.054 -2.502 -0.6 0.6 -0.8
H 0.972 -2.804 0.074 0.2 0.1 0.0
H -0.442 -2.640 -2.204 0.3 1.2 0.8
```
Forces are in eV/Å.

E_HOMO (alpha / beta) in eV: -9.05 / -9.05
SMILES: O=N[C@@H]1c2ccccc2C[C@H]1Br
Energy above the lowest of the compared OMol25 structures with the same formula, charge and spin in kJ/mol: 81.4
Strongest force on any atom in eV/A: 5.9
Kohn-Sham gap (alpha / beta) in eV: 8.786 / 8.787

Atom charges from the Mulliken analysis, given in e for atoms 1 to 5: C -0.360; C -0.444; C -0.690; C -0.583; C 0.750

---

Entry from the OMol25 dataset: 2 unconnected molecules or ions with the total composition C8H14OSi2 at a distorted geometry (ωB97M-V/def2-TZVPD).

```
25
Properties=species:S:1:pos:R:3:forces:R:3
C 2.405 0.163 -1.160 1.3 1.5 -1.0
C 2.215 0.739 0.074 -1.6 -4.1 0.9
C 2.397 -1.189 -1.357 -1.1 -2.2 0.1
C 1.701 -0.085 1.094 0.3 0.5 -0.8
C 1.859 -2.053 -0.328 0.5 0.0 -1.0
C 1.394 -1.437 0.845 1.9 1.1 -1.5
C -1.570 -0.435 -1.974 2.8 1.0 1.5
C -2.633 1.869 2.556 0.8 -1.6 -2.2
O -1.789 -0.593 1.491 1.8 -4.5 2.0
Si -1.475 1.175 -0.945 1.0 0.0 -1.2
Si -1.921 0.946 1.229 -1.5 2.5 2.9
H 2.766 0.880 -1.923 -0.2 -0.9 0.1
H 2.525 1.689 0.219 0.5 3.0 0.7
H 2.723 -1.589 -2.342 -0.3 0.2 0.9
H 1.640 0.327 2.092 -0.4 -0.1 0.1
H 1.880 -3.203 -0.453 -0.3 2.2 0.2
H -2.257 -1.001 -1.450 -2.0 -1.3 0.6
H -1.771 -0.259 -2.999 -0.4 0.1 -0.9
H -0.640 -1.029 -1.830 -0.3 0.5 -0.4
H -3.232 1.453 3.341 0.3 -0.5 0.5
H 1.020 -1.997 1.630 -0.8 -1.2 1.4
H -3.039 2.771 2.237 -0.3 2.0 -0.3
H -1.291 -1.031 2.245 -1.2 1.0 -1.5
H -0.225 1.994 -1.082 -0.4 -0.1 -0.3
H -2.684 1.894 -1.210 -0.7 0.9 -0.7
```
Forces are in eV/Å.

E_HOMO in eV: -7.59
SMILES: C=[Si](O)[SiH2]C.c1ccccc1
Energy above the lowest of the compared OMol25 structures with the same formula, charge and spin in kJ/mol: 417.6
Strongest force on any atom in eV/A: 5.2
Kohn-Sham gap in eV: 8.085

Atom charges from the Mulliken analysis, given in e for atoms 1 to 5: C -0.184; C -0.595; C -0.402; C -0.428; C -0.475